(1)
{"formula": "C21H18BrNOS", "method": "wB97M-V/def2-TZVPD", "gap_ev": 9.030, "smiles": "Cc1cc(CSc2ccccc2)ccc1NC(=O)c1ccc(Br)cc1", "e_lumo_ev": 0.40, "largest_force_ev_per_a": 0.65, "species": ["C", "C", "C", "C", "C", "C", "C", "N", "C", "O", "C", "C", "C", "C", "C", "C", "H", "H", "Br", "H", "H", "H", "H", "H", "C", "H", "H", "S", "C", "C", "C", "C", "C", "C", "H", "H", "H", "H", "H", "H", "H", "H", "H"], "xyz": [[-0.065, -0.034, 2.430], [-0.129, 0.096, 0.939], [-0.773, 1.190, 0.380], [-0.813, 1.406, -0.990], [-0.169, 0.504, -1.829], [0.466, -0.599, -1.298], [0.476, -0.824, 0.076], [1.155, -1.963, 0.554], [0.720, -2.948, 1.385], [1.484, -3.804, 1.786], [-0.727, -2.949, 1.746], [-1.079, -3.317, 3.042], [-2.405, -3.374, 3.423], [-3.384, -3.077, 2.488], [-3.056, -2.745, 1.184], [-1.725, -2.683, 0.814], [-1.473, -2.441, -0.206], [-3.834, -2.538, 0.465], [-5.217, -3.140, 3.001], [-2.679, -3.648, 4.430], [-0.297, -3.556, 3.747], [2.095, -2.104, 0.202], [0.965, -1.302, -1.948], [-0.163, 0.665, -2.897], [-1.426, 2.648, -1.537], [-1.573, 2.593, -2.615], [-2.362, 2.904, -1.044], [-0.317, 4.084, -1.187], [1.194, 3.361, -1.810], [2.114, 2.835, -0.919], [3.257, 2.223, -1.402], [3.475, 2.138, -2.767], [2.556, 2.676, -3.652], [1.413, 3.292, -3.176], [0.691, 3.718, -3.858], [2.730, 2.617, -4.717], [4.366, 1.656, -3.142], [3.975, 1.808, -0.711], [1.928, 2.903, 0.142], [-1.233, 1.915, 1.036], [0.067, 0.948, 2.879], [0.759, -0.674, 2.736], [-0.990, -0.458, 2.821]], "forces_ev_per_a": [[-0.1, 0.0, 0.0], [0.2, 0.0, 0.0], [0.0, -0.1, -0.2], [-0.1, -0.3, 0.0], [-0.1, 0.1, 0.1], [0.0, -0.1, 0.2], [-0.2, 0.4, -0.2], [0.5, 0.0, -0.3], [0.0, -0.1, 0.0], [0.0, -0.1, 0.2], [-0.2, -0.2, 0.1], [0.1, 0.0, -0.2], [-0.1, 0.0, 0.0], [-0.2, 0.0, 0.0], [-0.2, 0.0, 0.1], [0.1, -0.1, 0.1], [0.0, 0.0, -0.1], [-0.1, 0.0, 0.0], [0.2, 0.0, -0.1], [0.0, 0.0, 0.1], [0.1, 0.0, 0.1], [-0.1, -0.1, 0.2], [0.0, -0.1, -0.1], [0.0, 0.0, -0.1], [0.3, 0.4, 0.0], [-0.1, -0.1, 0.1], [-0.1, 0.0, -0.1], [0.0, -0.1, -0.2], [-0.5, 0.4, 0.2], [0.1, 0.0, 0.0], [0.1, 0.0, 0.0], [0.1, -0.1, 0.0], [0.0, 0.0, -0.1], [0.1, 0.0, 0.0], [-0.1, 0.0, 0.0], [0.0, 0.0, -0.1], [0.1, 0.0, 0.0], [0.1, 0.0, 0.1], [0.0, 0.0, 0.1], [0.0, 0.1, 0.1], [0.0, 0.0, 0.0], [0.0, 0.0, 0.1], [0.0, 0.0, 0.1]]}

***

(2)
{"formula": "C17H21N3O2PtSi", "method": "wB97M-V/def2-TZVPD", "gap_ev": [7.617, 6.121], "spin_multiplicity": 5, "total_charge": 2, "e_lumo_ev": [-7.18, -9.49], "largest_force_ev_per_a": 0.17, "species": ["Pt", "O", "C", "C", "C", "C", "C", "C", "C", "O", "N", "N", "C", "C", "C", "C", "C", "C", "N", "H", "H", "H", "H", "H", "H", "H", "H", "H", "H", "C", "Si", "C", "C", "C", "H", "H", "H", "H", "H", "H", "H", "H", "H", "H", "H"], "xyz": [[-1.305, -0.951, 0.119], [2.175, 2.377, -2.516], [1.246, 3.195, -2.167], [1.479, 4.585, -2.422], [0.532, 5.507, -2.083], [-0.664, 5.083, -1.483], [-0.909, 3.714, -1.220], [0.014, 2.763, -1.547], [-0.253, 1.330, -1.267], [-1.357, 1.023, -0.701], [0.671, 0.464, -1.639], [0.262, -0.799, -1.327], [0.583, -1.842, -1.986], [-0.204, -3.043, -1.691], [0.096, -4.291, -2.197], [-0.776, -5.345, -1.936], [-1.920, -5.110, -1.196], [-2.166, -3.831, -0.719], [-1.326, -2.824, -0.959], [1.885, 1.432, -2.310], [2.419, 4.854, -2.887], [0.695, 6.558, -2.274], [-1.418, 5.812, -1.214], [-1.839, 3.413, -0.757], [1.320, -1.821, -2.783], [0.990, -4.436, -2.788], [-0.563, -6.334, -2.318], [-2.627, -5.900, -0.986], [-3.051, -3.600, -0.141], [0.119, -0.032, 4.736], [0.334, -0.144, 2.889], [1.720, -1.299, 2.403], [0.568, 1.546, 2.112], [-1.286, -0.888, 2.209], [1.020, 0.391, 5.186], [-0.047, -1.013, 5.184], [-0.720, 0.611, 5.006], [2.666, -0.951, 2.821], [1.848, -1.356, 1.318], [1.552, -2.309, 2.782], [1.333, 2.101, 2.661], [-0.350, 2.137, 2.141], [0.909, 1.472, 1.077], [-2.210, -0.315, 2.370], [-1.445, -1.933, 2.501]], "forces_ev_per_a": [[0.0, 0.0, 0.1], [0.0, -0.1, 0.0], [-0.1, 0.0, 0.0], [0.0, 0.1, 0.0], [0.1, 0.0, 0.0], [0.0, 0.0, 0.0], [0.0, -0.1, 0.0], [0.0, 0.0, 0.0], [0.1, -0.1, 0.0], [-0.1, 0.0, 0.0], [0.0, 0.2, -0.1], [0.0, 0.0, 0.0], [0.0, 0.0, 0.1], [0.0, 0.0, 0.0], [0.0, 0.1, 0.0], [0.0, 0.0, 0.0], [0.0, 0.0, 0.0], [0.0, 0.0, 0.0], [0.0, 0.0, 0.0], [0.0, 0.0, 0.0], [0.0, 0.0, 0.0], [0.0, 0.0, 0.0], [0.0, 0.0, 0.0], [0.0, 0.0, 0.0], [0.0, 0.0, 0.0], [0.0, 0.0, 0.0], [0.0, 0.0, 0.0], [0.0, 0.0, 0.0], [0.0, 0.0, 0.0], [0.0, 0.0, -0.1], [0.1, 0.0, 0.0], [-0.1, 0.0, 0.0], [0.0, 0.0, 0.1], [0.0, 0.0, 0.0], [0.0, 0.0, 0.0], [0.0, 0.0, 0.0], [0.0, 0.0, 0.0], [0.0, 0.0, 0.0], [0.0, 0.0, 0.0], [0.0, 0.0, 0.0], [0.0, 0.0, 0.0], [0.0, 0.0, 0.0], [0.0, 0.0, 0.0], [0.0, 0.0, 0.0], [0.1, 0.0, 0.0]]}

***

(3)
{"formula": "C25H40NP3Zr", "method": "wB97M-V/def2-TZVPD", "gap_ev": 6.354, "total_charge": 2, "e_lumo_ev": -6.78, "largest_force_ev_per_a": 5.65, "species": ["C", "C", "C", "C", "C", "C", "C", "C", "C", "C", "C", "C", "C", "H", "H", "H", "H", "H", "H", "H", "N", "Zr", "C", "H", "H", "C", "H", "H", "P", "P", "C", "H", "H", "H", "C", "H", "H", "H", "C", "H", "H", "H", "C", "H", "H", "H", "H", "H", "C", "C", "P", "C", "C", "C", "C", "H", "H", "H", "H", "H", "H", "H", "H", "H", "H", "H", "H", "H", "H", "H"], "xyz": [[-0.011, -1.495, -4.820], [-0.245, -0.455, -3.914], [-1.375, -0.560, -3.117], [-2.158, -1.686, -2.964], [-1.976, -2.707, -3.934], [-0.930, -2.648, -4.836], [-2.982, -1.793, -1.692], [-3.732, -0.519, -1.579], [-3.043, 0.676, -1.744], [-3.501, 1.931, -1.334], [-4.802, 1.977, -0.829], [-5.623, 0.811, -0.720], [-5.115, -0.424, -1.140], [0.800, -1.468, -5.481], [-2.610, -3.592, -3.944], [-0.723, -3.439, -5.582], [-3.634, -2.577, -1.780], [-5.196, 2.949, -0.477], [-6.639, 0.912, -0.308], [-5.720, -1.302, -1.049], [-1.790, 0.513, -2.297], [-0.650, 0.198, -0.519], [0.762, 0.602, -3.681], [0.295, 1.628, -3.520], [1.478, 0.690, -4.452], [-2.597, 3.115, -1.256], [-2.029, 3.237, -2.191], [-3.089, 4.009, -0.997], [1.737, 0.214, -2.159], [-1.302, 2.798, 0.079], [-2.356, 3.054, 1.557], [-1.787, 2.883, 2.467], [-2.751, 4.081, 1.552], [-3.210, 2.351, 1.543], [-0.324, 4.335, 0.009], [-0.930, 5.181, 0.342], [0.569, 4.231, 0.633], [-0.004, 4.507, -1.042], [2.796, -1.156, -2.680], [3.482, -0.813, -3.435], [3.367, -1.551, -1.811], [2.185, -1.990, -3.080], [2.833, 1.589, -1.798], [3.342, 1.443, -0.810], [3.594, 1.623, -2.583], [2.278, 2.522, -1.772], [-2.118, -1.516, -0.890], [0.951, -0.645, -0.930], [0.735, 2.803, 3.339], [1.755, 1.911, 2.674], [1.092, 0.457, 1.668], [2.638, -0.577, 1.418], [3.806, -0.429, 2.434], [0.157, -0.481, 2.992], [0.964, -1.097, 4.116], [0.237, 3.438, 2.630], [1.246, 3.450, 4.047], [0.009, 2.227, 3.904], [2.348, 2.484, 1.941], [2.446, 1.508, 3.412], [2.299, -1.604, 1.374], [2.992, -0.313, 0.430], [3.525, -0.816, 3.425], [4.624, -1.043, 2.080], [4.147, 0.566, 2.526], [-0.581, 0.221, 3.385], [-0.379, -1.248, 2.420], [1.559, -0.364, 4.643], [0.266, -1.524, 4.848], [1.589, -1.904, 3.761]], "forces_ev_per_a": [[-2.9, -1.6, 1.6], [0.5, -1.4, -1.4], [-1.7, 0.9, 1.8], [0.6, -2.1, -1.7], [0.0, -0.2, 0.6], [1.7, 1.9, -0.7], [3.0, 4.5, -1.6], [-4.3, 1.1, 1.3], [0.5, -1.4, -0.6], [-1.4, 0.1, 0.8], [-0.5, -0.3, 0.4], [0.7, 0.6, -0.6], [1.8, 0.7, 0.1], [1.1, 0.0, -0.8], [0.1, 0.1, 0.2], [-0.4, 0.5, 0.7], [-1.0, -2.7, 1.2], [0.2, -0.7, -0.2], [0.6, -0.2, -0.3], [-0.2, -0.4, 0.1], [3.4, 1.5, 1.2], [0.4, 1.0, -1.4], [-0.6, 1.9, 1.2], [0.5, -1.2, -0.1], [0.7, 0.0, -1.2], [1.7, -1.5, -0.5], [-0.2, 0.1, 0.2], [-0.8, 1.1, 0.2], [-1.6, 1.1, -0.4], [-1.2, 0.7, -0.7], [-0.3, -0.4, 0.0], [-0.1, 0.1, 0.1], [0.2, -0.3, 0.0], [0.4, 0.3, 0.0], [0.6, -0.2, -0.6], [0.1, -0.1, 0.0], [-0.1, 0.2, -0.1], [-0.2, -0.1, 0.7], [-0.4, -1.0, 1.3], [0.3, 0.2, -0.3], [-0.3, 0.3, -0.6], [0.2, 0.5, 0.2], [0.8, -0.1, 0.7], [-0.4, 0.1, -0.9], [0.1, 0.1, 0.1], [-0.1, 0.1, 0.0], [-1.6, -2.3, -0.4], [0.0, -1.4, 0.7], [0.2, -0.1, 0.3], [0.1, -0.3, -1.3], [1.0, -0.2, 1.7], [0.0, 0.8, 0.6], [-1.2, -1.4, -0.1], [0.1, 0.4, -1.0], [-0.6, -0.3, 0.4], [-0.3, 0.2, -0.2], [0.0, 0.1, 0.1], [-0.2, 0.0, 0.1], [0.0, -0.1, 0.4], [0.0, -0.1, -0.1], [-0.1, -0.3, -0.1], [0.2, -0.1, -0.3], [0.1, 0.3, -0.4], [0.2, -0.1, -0.1], [0.4, 1.1, 0.1], [-0.1, -0.1, -0.1], [-0.2, -0.2, 0.3], [0.2, 0.2, 0.1], [0.2, 0.1, -0.1], [0.2, -0.1, 0.0]]}

***

(4)
{"formula": "C12H33NO7", "method": "wB97M-V/def2-TZVPD", "gap_ev": 6.637, "e_lumo_ev": 0.38, "relative_energy_kcal_mol": 237.97, "largest_force_ev_per_a": 18.99, "species": ["N", "H", "H", "H", "H", "O", "H", "C", "O", "C", "C", "O", "C", "C", "O", "C", "H", "H", "H", "H", "H", "H", "H", "H", "H", "H", "H", "H", "H", "H", "C", "O", "C", "C", "O", "C", "C", "O", "C", "H", "H", "H", "H", "H", "H", "H", "H", "H", "H", "H", "H", "H", "H"], "xyz": [[17.841, -58.395, -57.534], [17.105, -58.421, -58.138], [17.596, -57.840, -56.675], [18.670, -57.966, -57.948], [18.150, -59.218, -57.310], [19.867, -59.149, -55.391], [20.462, -59.567, -55.848], [21.244, -56.610, -57.694], [19.937, -55.988, -57.869], [19.501, -55.275, -56.854], [18.157, -54.748, -57.101], [17.299, -55.552, -57.181], [16.016, -55.177, -56.620], [14.881, -56.049, -57.126], [15.176, -57.395, -56.627], [14.167, -58.464, -56.982], [21.891, -55.835, -57.498], [21.754, -57.207, -58.675], [21.042, -57.445, -56.973], [20.081, -54.339, -56.643], [19.280, -55.826, -55.928], [18.202, -54.276, -58.056], [17.735, -54.121, -56.359], [15.878, -54.082, -57.065], [15.915, -55.055, -55.659], [14.615, -55.890, -58.291], [13.996, -55.812, -56.616], [13.703, -58.186, -57.886], [13.403, -58.360, -56.296], [14.525, -59.499, -56.943], [18.909, -58.983, -60.782], [17.868, -58.134, -60.429], [16.583, -58.550, -60.941], [16.181, -59.998, -60.742], [16.513, -60.194, -59.488], [16.146, -61.480, -59.125], [16.540, -61.706, -57.635], [17.888, -61.650, -57.552], [18.314, -61.895, -56.274], [18.739, -59.608, -61.635], [18.932, -59.683, -59.962], [19.850, -58.467, -60.919], [16.655, -58.305, -62.063], [15.908, -57.873, -60.345], [16.804, -60.473, -61.335], [15.050, -60.104, -60.970], [16.765, -62.213, -59.615], [14.891, -61.973, -59.198], [16.142, -62.753, -57.302], [16.058, -61.042, -56.962], [18.039, -63.100, -56.015], [18.133, -61.444, -55.515], [19.517, -61.706, -56.018]], "forces_ev_per_a": [[0.7, 6.6, 1.5], [-2.4, 0.0, -2.3], [0.4, -0.7, -0.9], [-0.2, 0.7, -0.1], [2.1, -6.6, 2.4], [-5.9, 3.9, 3.2], [5.5, -3.8, -4.0], [-1.4, -3.6, -2.0], [1.5, -2.6, -3.9], [-0.2, 2.4, 4.1], [8.1, 9.6, -0.4], [-13.4, -13.5, 0.0], [-0.1, 1.7, -8.1], [0.6, -1.3, -1.6], [-0.4, -1.2, -1.6], [2.0, 1.9, 0.4], [1.8, 1.4, 1.2], [-2.1, 1.9, 2.1], [0.9, 0.9, 0.1], [0.3, -0.8, 0.1], [1.2, -0.5, 0.3], [0.5, 1.9, -1.2], [1.9, 2.6, 1.4], [-0.3, -2.0, 0.8], [0.6, 0.1, 5.7], [1.1, -0.9, 2.3], [-1.4, 1.0, 0.7], [-0.1, -0.1, -1.6], [-1.6, 0.0, 1.9], [0.6, 0.7, -0.2], [0.3, -0.9, 1.0], [-1.3, 0.2, -0.4], [0.0, 2.7, -1.4], [-3.4, 5.1, -1.0], [-1.1, -1.9, 4.1], [-2.1, -2.8, 3.3], [-2.4, -2.3, -1.4], [1.5, 1.4, -0.1], [6.6, -9.7, -5.4], [-0.3, 0.0, -1.0], [1.0, -0.6, 0.3], [0.1, 0.3, 0.2], [-0.8, -0.2, 1.4], [0.3, -0.6, -1.1], [2.3, -3.4, -3.4], [1.7, -0.1, 0.1], [0.1, -0.3, -0.9], [3.4, 2.3, -0.2], [0.6, 1.3, -0.6], [-0.5, 1.1, 0.6], [0.9, 2.9, -0.6], [-4.3, 6.6, 8.5], [-2.6, -0.9, -1.9]]}